{"formula": "C5H8O", "method": "ωB97M-V with the def2-TZVPD basis set", "symbols": ["H", "C", "H", "H", "O", "C", "C", "H", "H", "C", "H", "C", "H", "H"], "coordinates": [[1.123, 1.021, 1.383], [-0.309, -0.998, -0.884], [-0.961, 1.541, 0.965], [2.253, 1.304, 0.067], [-1.020, -0.553, 1.274], [-0.875, 0.599, 0.434], [-1.546, -0.632, -0.043], [0.204, -1.887, -0.503], [2.031, -0.339, 0.740], [1.532, 0.588, 0.468], [-0.477, -1.102, -1.959], [0.319, 0.375, -0.447], [0.300, 1.048, -1.313], [-2.574, -0.965, -0.181]], "atomic_forces_ev_per_a": [[0.42, -0.05, 0.14], [0.03, -0.06, -0.03], [-1.13, 0.03, -0.33], [0.07, -0.23, -0.07], [0.16, -0.10, 0.23], [-0.25, 0.02, -0.10], [-0.11, -0.18, -0.15], [-0.15, 0.09, -0.04], [0.12, 0.01, -0.04], [0.20, -0.13, -0.39], [0.07, 0.15, 0.15], [0.28, 0.19, 0.20], [0.08, -0.03, 0.27], [0.21, 0.29, 0.14]], "nbo_charge": [0.204, -0.416, 0.207, 0.211, -0.506, 0.040, 0.056, 0.217, 0.220, -0.613, 0.210, -0.242, 0.208, 0.205], "smiles": "C[C@H]1C[C@H]2O[C@@H]12", "energy_ha": -270.4572, "e_above_lowest_kj_mol": 264.34, "gap_ev": 10.71, "total_charge": 0, "spin_multiplicity": 1}

{"formula": "C30H78N2O10", "method": "ωB97M-V with the def2-TZVPD basis set", "symbols": ["H", "H", "H", "H", "C", "N", "C", "H", "H", "H", "C", "C", "C", "H", "C", "H", "C", "H", "C", "H", "C", "H", "H", "H", "H", "H", "C", "H", "H", "H", "H", "H", "C", "H", "H", "C", "C", "H", "O", "H", "H", "H", "H", "H", "O", "H", "H", "C", "O", "H", "C", "H", "H", "H", "H", "H", "H", "H", "H", "H", "H", "H", "H", "H", "O", "H", "H", "C", "H", "H", "H", "C", "O", "O", "C", "C", "H", "C", "H", "H", "H", "H", "C", "O", "C", "H", "H", "H", "H", "H", "H", "C", "H", "H", "C", "H", "H", "H", "H", "O", "C", "H", "H", "H", "C", "H", "C", "H", "N", "O", "H", "H", "O", "H", "H", "H", "H", "C", "C", "C"], "coordinates": [[1.116, -0.596, 2.776], [-1.598, -0.647, -0.921], [-3.118, -5.005, -2.307], [-0.537, -1.711, -4.251], [2.208, 1.985, -4.540], [-1.692, -3.686, -2.438], [-0.246, -5.729, -2.577], [0.411, 0.917, -0.160], [0.951, -3.943, -3.887], [-1.492, 2.423, -4.380], [1.378, 0.949, -0.661], [-2.921, -1.935, -3.538], [0.818, -2.080, -2.688], [-0.984, -6.052, -3.311], [-3.712, 1.919, 2.162], [-5.026, -1.995, 4.765], [-2.556, 1.542, 3.118], [-1.900, -2.288, -0.376], [-4.395, 0.648, 1.504], [-3.812, 0.172, 0.716], [-4.800, -0.277, 2.728], [1.921, -2.332, 1.297], [0.084, 4.828, 1.097], [-1.371, 1.153, -2.218], [-1.705, 0.870, 1.142], [3.915, 1.414, -5.298], [-4.391, -1.140, 4.997], [1.593, 2.008, -0.805], [-2.417, 3.794, 3.293], [-2.798, -2.520, -4.450], [0.338, 4.253, -0.568], [-2.266, 0.627, 5.772], [-2.171, -1.550, -1.131], [-0.987, -4.430, 0.093], [-2.438, -1.300, 2.153], [5.458, -1.531, 0.421], [4.874, 2.801, -2.290], [1.727, -1.397, 4.236], [2.337, 0.322, 0.203], [-4.266, 2.721, 2.649], [-0.643, 2.688, -2.158], [4.320, -3.457, 1.041], [2.140, 1.203, -3.784], [-2.044, 4.359, -1.505], [-1.901, 0.271, 4.959], [3.978, 2.221, -2.070], [-0.864, 0.162, 2.534], [1.833, -2.594, 2.352], [5.978, 2.453, -1.472], [4.166, 2.839, 0.438], [-2.136, 2.886, 3.827], [-3.127, 2.015, -3.620], [-0.617, 1.871, 2.054], [-3.307, 2.516, 1.344], [2.672, -3.220, 2.656], [5.347, 3.420, 2.257], [0.675, -4.903, -0.095], [4.670, 3.869, -2.211], [0.982, -1.855, -1.634], [4.569, -0.967, 0.139], [-5.190, -1.223, 2.350], [5.392, 1.698, 2.054], [5.026, -0.940, 2.084], [-3.417, -2.563, 2.867], [3.045, -0.709, 2.923], [-2.475, 3.665, -3.537], [-0.931, 3.551, 0.428], [-2.213, 2.608, -3.583], [-5.575, 0.197, 3.330], [-0.275, -6.533, -1.842], [-1.092, 2.924, 4.141], [0.847, -3.587, -2.862], [-2.785, -4.337, -1.704], [-1.791, 5.285, -1.522], [-0.411, 4.479, 0.191], [4.720, 2.528, 2.271], [6.015, -3.502, 1.121], [-1.815, -2.269, -2.508], [4.221, 2.274, 3.206], [-2.668, 2.995, 4.772], [-3.213, -1.257, -1.009], [-2.897, -0.899, -3.874], [-3.698, -0.622, 3.654], [3.721, 2.675, 1.273], [-1.289, 5.605, -0.293], [-3.919, -2.151, -3.157], [-2.027, -1.856, 3.801], [1.693, -1.657, -3.181], [1.758, -3.873, -2.337], [-2.004, 5.855, 0.490], [2.681, 2.728, -3.898], [-1.613, 2.212, -2.298], [-0.526, -0.524, -3.184], [2.971, -0.231, 2.094], [1.838, -1.319, 3.154], [6.234, -1.393, -0.332], [0.071, -3.222, -0.150], [5.119, -3.452, -0.476], [1.249, 2.387, -4.866], [5.854, -1.035, 1.607], [-0.517, -1.614, -3.166], [2.671, 1.074, 0.699], [5.188, 2.720, -3.330], [-0.656, 6.492, -0.305], [-0.371, -4.277, -2.050], [0.865, -3.078, 2.483], [-2.838, -1.668, 3.098], [-5.325, 0.897, 0.993], [-2.952, 0.522, 4.056], [-2.530, 2.528, -1.255], [0.753, -5.994, -2.923], [6.724, 2.982, -1.764], [3.048, 1.669, -5.621], [-3.406, 2.234, -1.514], [-3.663, -1.585, 5.675], [1.284, 0.324, -1.549], [-4.899, -0.480, 5.701], [-0.091, -4.242, -0.499], [5.204, -3.064, 0.539], [-1.342, 1.063, 2.152]], "atomic_forces_ev_per_a": [[-0.81, -0.41, 0.22], [0.30, -0.03, -0.27], [0.12, 0.06, -0.33], [-0.23, -0.93, -0.22], [0.97, 0.55, 1.17], [1.19, -2.16, -0.20], [-0.21, -1.37, 0.72], [-0.35, 0.04, 0.02], [-0.49, 0.20, -0.04], [-0.45, -0.10, -0.33], [-0.51, -0.84, 0.81], [-0.29, -0.24, -0.07], [0.07, -0.91, 0.16], [0.06, 0.51, -0.31], [0.39, -0.56, -1.04], [-0.38, 0.11, -0.14], [1.66, 0.77, -2.15], [-0.30, 0.28, 0.37], [-0.93, 0.80, 2.47], [0.53, -0.06, 0.49], [-0.41, 0.80, -1.92], [0.17, -0.04, -0.02], [0.29, -0.26, 0.10], [-0.19, -0.23, -0.35], [-0.09, -0.16, 0.02], [0.22, -0.03, 0.25], [0.89, -1.26, -0.15], [0.30, -0.12, -0.53], [0.30, -0.23, -0.55], [0.20, -0.21, 0.06], [0.17, 0.07, 0.06], [0.20, -0.01, 0.24], [0.74, -0.87, -0.28], [-0.37, -0.69, -0.40], [0.21, -0.21, -0.06], [-1.21, -1.91, -1.62], [0.78, 0.81, -0.53], [-0.19, -0.44, -0.03], [-0.31, 0.28, -0.36], [-1.27, -0.80, 0.29], [-0.22, 0.51, 0.54], [-0.39, 0.81, 0.18], [-0.65, -0.81, -0.40], [-0.33, -0.20, 0.21], [-0.01, -0.45, -0.15], [0.31, -0.20, 0.13], [0.11, 0.22, 0.04], [-0.93, -0.04, 0.34], [-0.61, -0.49, 0.70], [0.27, 0.07, -0.35], [-0.31, -0.87, 0.89], [-0.14, 0.00, -0.93], [0.14, -0.09, 0.12], [0.62, -0.15, -0.13], [-0.19, -0.14, -0.03], [-0.13, 0.15, 0.68], [0.21, 0.06, -0.52], [-0.45, 0.22, 0.35], [-0.15, 0.00, 0.21], [-0.20, -0.32, -0.82], [-0.23, -0.04, 0.04], [0.01, -0.22, -0.17], [0.09, 0.10, 0.85], [0.17, -0.22, 0.19], [2.70, 1.33, 0.18], [0.04, 0.03, -0.24], [-0.26, 0.10, -0.06], [-0.11, -0.02, -0.28], [-0.19, 0.30, -0.38], [-0.76, 0.28, 0.83], [0.12, -0.08, -0.45], [-0.54, 0.38, 2.07], [1.07, 1.18, -0.03], [-0.90, 0.71, -1.60], [0.51, 0.03, 0.67], [0.43, -0.39, -0.38], [0.39, -0.06, -0.47], [-0.49, 3.01, -0.53], [0.08, 0.54, 0.06], [-0.37, -0.25, 0.14], [-0.13, -0.39, -0.25], [0.06, 0.23, 0.35], [-0.92, -0.31, 3.09], [-0.66, -0.36, 0.01], [1.26, -0.26, 1.62], [-0.02, 0.01, 0.15], [0.09, -0.35, -0.23], [-0.27, 0.37, -0.38], [0.01, -0.70, -0.01], [-0.78, -0.17, -0.06], [-0.02, 0.79, -0.27], [0.74, -0.74, 0.74], [-0.66, 0.25, 0.93], [-0.07, -0.01, -0.22], [-0.71, 0.22, -0.52], [0.02, 0.15, 0.02], [0.75, 0.16, -0.28], [0.41, -0.39, -0.05], [0.09, -0.38, -0.18], [0.97, 1.28, 2.56], [-0.26, 0.52, -0.58], [0.72, 0.47, 0.40], [-0.42, -0.52, -0.40], [0.00, 0.20, -0.72], [1.32, -0.66, -0.31], [0.05, -0.50, -0.01], [0.88, -1.08, -0.75], [-0.10, 0.34, 0.07], [-0.55, 2.77, 0.20], [0.46, 0.40, 0.79], [0.10, 0.73, -0.66], [0.25, 0.13, -0.10], [-0.67, -0.09, -0.60], [-0.09, -0.09, -0.12], [0.58, -0.11, -0.25], [0.24, 0.53, -0.27], [-0.34, 0.72, -0.87], [-0.95, 0.87, -0.15], [-0.09, 0.26, -0.56], [-0.74, 0.48, 0.80]], "lowdin_spin": [0.001, 0.000, 0.000, 0.005, 0.085, 0.000, 0.004, 0.001, 0.004, 0.004, 0.008, 0.008, 0.012, 0.001, 0.001, 0.000, 0.000, 0.000, 0.002, 0.000, 0.001, 0.000, 0.003, 0.000, 0.000, 0.044, 0.000, 0.005, 0.000, 0.001, 0.006, 0.000, 0.001, 0.000, 0.000, 0.019, 0.180, 0.000, 0.010, 0.000, 0.001, 0.000, 0.007, 0.000, 0.001, 0.009, 0.000, 0.001, 0.121, 0.013, 0.002, 0.003, 0.001, 0.000, 0.000, 0.010, 0.000, 0.039, 0.001, 0.005, 0.000, 0.004, 0.000, 0.000, 0.002, 0.001, 0.000, 0.014, 0.000, 0.000, 0.001, 0.013, 0.002, 0.005, 0.011, 0.022, 0.000, 0.000, 0.001, 0.000, 0.001, 0.001, 0.000, 0.033, 0.008, 0.001, 0.000, 0.017, 0.002, 0.000, 0.010, 0.002, 0.001, 0.001, 0.001, 0.010, 0.000, 0.005, 0.007, 0.007, 0.005, 0.002, 0.049, 0.002, 0.000, 0.000, 0.000, 0.001, 0.000, 0.005, 0.001, 0.044, 0.070, 0.002, 0.000, 0.002, 0.000, 0.001, 0.005, 0.001], "energy_ha": -2051.4187, "e_above_lowest_kj_mol": 103.33, "gap_ev": [1.45, 8.63], "total_charge": -1, "spin_multiplicity": 2}

{"formula": "C4H10NOS", "method": "ωB97M-V with the def2-TZVPD basis set", "symbols": ["H", "H", "H", "C", "H", "C", "C", "S", "N", "O", "H", "H", "H", "H", "H", "C", "H"], "coordinates": [[0.198, -2.592, -0.456], [0.737, 1.833, 1.066], [-0.980, 2.046, 1.181], [0.429, 0.505, -0.975], [-1.361, -0.091, 0.136], [-0.314, 0.126, 0.323], [-0.182, 1.301, 1.298], [-0.153, 2.015, -1.811], [0.387, -0.989, 0.953], [0.324, -3.306, 1.379], [-1.190, -2.294, 0.663], [0.394, -0.366, -1.639], [-1.214, 2.164, -1.022], [1.484, 0.653, -0.735], [-0.157, 0.957, 2.317], [-0.088, -2.320, 0.574], [1.389, -0.996, 0.799]], "atomic_forces_ev_per_a": [[-0.22, -0.24, -0.20], [0.23, 0.05, 0.23], [0.09, -0.21, 0.11], [-0.25, -0.72, -0.22], [-0.08, -0.40, -0.03], [1.74, 1.13, 0.37], [-0.54, 0.71, -0.45], [0.02, -0.25, -0.07], [-0.52, -1.41, -0.22], [0.28, -0.33, 0.02], [-0.03, -0.13, -0.42], [-0.11, 0.31, -0.23], [-0.22, 0.14, -0.03], [-0.06, 0.09, 0.13], [-0.09, -0.14, 0.32], [-0.24, 0.84, 0.65], [-0.02, 0.55, 0.04]], "nbo_charge": [0.188, 0.206, 0.205, -0.524, 0.200, -0.067, -0.615, -0.032, -0.641, -0.270, 0.206, 0.208, 0.116, 0.207, 0.230, 0.017, 0.364], "energy_ha": -686.4901, "e_above_lowest_kj_mol": 29.16, "gap_ev": [10.05, 7.61], "total_charge": 0, "spin_multiplicity": 2}

{"formula": "C5H16N2O", "method": "ωB97M-V with the def2-TZVPD basis set", "symbols": ["O", "H", "C", "C", "N", "H", "H", "H", "H", "H", "H", "H", "N", "H", "H", "H", "H", "H", "H", "C", "C", "H", "H", "C"], "coordinates": [[0.510, 1.984, -2.684], [-0.707, 0.387, -1.872], [0.740, -0.493, 0.080], [-0.848, -2.296, 0.021], [-0.655, -0.866, -0.228], [-0.259, -2.899, -0.687], [-1.279, 0.581, 1.843], [1.292, 2.525, 1.362], [-0.413, -0.646, 2.538], [-0.597, -2.569, 1.048], [1.260, 2.561, -2.868], [-1.901, -2.542, -0.126], [0.833, 1.925, 0.673], [-0.149, -1.340, -2.208], [-0.103, 2.291, 0.522], [1.335, -1.346, 0.424], [-1.877, -0.981, -1.911], [1.200, -0.005, -0.777], [-0.198, 1.076, 3.119], [-0.852, -0.676, -1.700], [0.804, 0.561, 1.222], [0.364, 1.991, -1.720], [1.783, 0.364, 1.665], [-0.282, 0.410, 2.263]], "atomic_forces_ev_per_a": [[-0.33, -0.23, -0.12], [-0.08, -0.40, -0.66], [-0.75, 0.97, 1.15], [-0.38, 0.37, 0.12], [0.64, -0.97, -1.20], [0.12, -0.18, 0.14], [0.24, 0.44, -0.32], [-0.15, 0.21, -0.22], [0.48, 0.01, 0.58], [0.14, 0.08, -0.04], [0.05, 0.14, 0.33], [-0.09, -0.05, -0.06], [0.48, -0.10, -0.03], [0.11, 0.27, -0.57], [-0.07, -0.02, 0.23], [-0.09, -0.23, -0.31], [-0.04, 0.14, -0.32], [0.22, -0.28, -0.04], [0.38, -0.13, 0.11], [-0.46, 0.01, 1.96], [0.11, 0.11, -0.51], [0.56, 0.39, -0.18], [0.01, 0.38, 0.20], [-1.08, -0.93, -0.24]], "nbo_charge": [-1.130, 0.220, -0.279, -0.434, -0.450, 0.154, 0.212, 0.317, 0.184, 0.191, 0.424, 0.184, -1.047, 0.158, 0.333, 0.172, 0.178, 0.216, 0.204, -0.452, -0.240, 0.469, 0.175, -0.759], "energy_ha": -384.7704, "e_above_lowest_kj_mol": 66.18, "gap_ev": [2.49, 9.08], "total_charge": -1, "spin_multiplicity": 2}

{"formula": "C5H8N", "method": "ωB97M-V with the def2-TZVPD basis set", "symbols": ["H", "H", "C", "H", "H", "C", "C", "H", "C", "C", "N", "H", "H", "H"], "coordinates": [[-1.057, 2.199, -0.063], [0.338, 2.056, -1.172], [0.038, 0.613, 0.365], [-0.635, -2.731, -0.291], [-1.740, -1.719, 0.197], [-0.680, -1.790, 0.148], [-0.043, 2.034, -0.107], [-0.064, -0.558, -1.558], [2.579, -0.335, 0.018], [1.302, -0.231, -0.003], [-0.039, -0.581, -0.473], [-0.313, 0.329, 1.312], [0.610, 2.708, 0.524], [-0.294, -1.994, 1.102]], "atomic_forces_ev_per_a": [[-2.26, 1.46, 0.00], [-0.50, 0.29, 1.14], [2.91, -0.04, -0.58], [1.29, -1.30, -2.08], [-0.95, 1.14, 0.20], [-0.78, 0.67, 0.21], [2.77, -1.04, -1.15], [-0.38, 0.35, 2.18], [0.68, -0.16, -0.02], [-2.46, 0.66, 0.51], [0.58, -1.70, -2.57], [-0.56, 0.01, 1.29], [-1.02, -0.83, -0.58], [0.69, 0.49, 1.44]], "nbo_charge": [0.244, 0.243, 0.097, 0.264, 0.247, -0.438, -0.628, 0.486, 0.390, -0.356, -0.330, 0.248, 0.286, 0.246], "energy_ha": -249.5708, "e_above_lowest_kj_mol": 667.82, "gap_ev": 9.67, "total_charge": 1, "spin_multiplicity": 1}

{"formula": "C4H14N3", "method": "ωB97M-V with the def2-TZVPD basis set", "symbols": ["H", "C", "H", "N", "H", "N", "C", "H", "H", "H", "H", "C", "H", "H", "H", "H", "H", "H", "N", "H", "C"], "coordinates": [[2.968, -1.478, -0.203], [1.951, -1.070, -0.452], [-3.580, -1.419, 0.764], [-1.699, 0.574, 0.112], [-1.803, 0.845, 1.085], [0.739, 1.004, -0.785], [1.734, 0.201, -0.084], [-1.187, -1.345, 0.777], [1.046, 1.971, -0.608], [0.793, 0.874, -1.799], [1.181, -1.742, -0.891], [2.505, 0.910, 1.012], [-1.253, -1.140, -1.024], [3.322, 1.555, 0.588], [-0.583, 0.970, -0.183], [2.934, 0.227, 1.710], [-3.685, -1.134, -0.844], [-2.347, 1.062, -0.519], [-3.069, -1.508, -0.120], [1.831, 1.583, 1.547], [-1.798, -0.939, -0.085]], "atomic_forces_ev_per_a": [[-1.55, -0.06, 0.24], [0.56, -0.28, 0.71], [0.34, -0.26, -0.34], [0.96, 0.67, -0.44], [-0.68, 0.04, -0.05], [0.54, 1.21, 0.88], [0.43, -0.97, -0.52], [-0.71, 0.22, -1.06], [-0.35, -0.26, -0.36], [-0.07, -0.18, 0.43], [0.96, 0.85, -0.43], [0.30, 1.17, -1.59], [-0.25, 0.08, 0.38], [-0.64, -0.49, 0.36], [-0.91, -1.22, -0.45], [0.23, -0.50, 0.34], [0.39, -0.33, 0.04], [0.04, -0.07, 0.66], [-1.45, 0.45, 0.42], [-0.02, -0.03, 0.09], [1.88, -0.06, 0.70]], "nbo_charge": [0.236, -0.438, 0.378, -0.779, 0.415, -0.838, 0.153, 0.213, 0.404, 0.418, 0.217, -0.668, 0.199, 0.241, 0.444, 0.251, 0.376, 0.413, -0.801, 0.219, -0.054], "energy_ha": -324.7971, "e_above_lowest_kj_mol": 177.98, "gap_ev": 9.70, "total_charge": 1, "spin_multiplicity": 1}